This record from OMol25 describes a cluster of 5 separate species, C31H36F7INO17P in total in a non-equilibrium geometry. The level of theory is wB97M-V/def2-TZVPD.

Output
Energy   -3874.65661 hartree
F_max   4.982 eV Å⁻¹
Molecular weight   985.5 g/mol
Orbital gap   7.27 eV
2S+1   1

Atoms and positions in Å:
C 2.20 -1.21 -0.37
O 1.85 -2.33 -1.22
C 1.75 -3.57 -0.44
C 0.20 -4.03 -0.37
C -0.27 -4.93 -1.61
C -0.80 -4.09 -2.88
C -2.10 -3.21 -2.57
C -3.48 -3.82 -3.14
C -4.70 -3.78 -2.07
C -4.78 -2.30 -1.42
C -5.46 -1.22 -2.34
C -5.61 0.24 -1.85
C -5.05 0.54 -0.44
C -4.37 -0.49 0.49
P -3.72 0.18 2.15
O -2.27 -0.74 2.52
I -5.41 -0.17 3.94
C -4.22 -1.96 0.01
C -3.50 -3.09 0.88
C -4.18 -3.40 2.30
O -3.55 -4.63 2.79
C -5.75 -3.71 2.23
F -6.14 -4.08 3.57
F -6.06 -4.87 1.44
F -6.56 -2.60 1.90
C -5.37 2.09 -0.27
O -4.93 2.86 0.62
N -6.32 2.44 -1.36
C -6.21 1.54 -2.53
O -6.49 1.79 -3.73
H 1.72 -0.26 -0.81
H 3.32 -1.05 -0.40
H 1.78 -1.29 0.70
H 2.41 -4.38 -0.91
H 2.11 -3.41 0.64
H -0.43 -3.09 -0.19
H 0.11 -4.69 0.58
H -1.12 -5.62 -1.22
H 0.58 -5.64 -1.92
H 0.05 -3.36 -3.17
H -0.95 -4.76 -3.81
H -2.16 -3.04 -1.44
H -1.92 -2.17 -3.04
H -3.33 -4.85 -3.60
H -3.80 -3.13 -4.01
H -5.65 -3.92 -2.70
H -4.65 -4.61 -1.29
H -5.84 -1.49 -3.39
H -1.85 -0.81 1.62
H -2.40 -2.80 1.04
H -3.47 -4.10 0.31
H -3.91 -2.60 3.06
H -3.66 -5.31 2.08
H -6.42 3.44 -1.56
C 7.18 0.91 -0.50
C 6.78 1.93 0.51
O 5.52 1.46 0.96
C 5.57 0.11 0.83
O 4.81 -0.65 1.35
O 6.60 -0.28 0.02
F 6.60 3.15 -0.08
H 6.76 1.10 -1.50
H 8.26 0.81 -0.59
H 7.46 2.02 1.35
C 7.04 6.04 3.31
C 5.74 5.57 3.89
O 5.80 4.17 3.72
C 7.13 3.86 3.76
O 7.55 2.75 3.92
O 7.91 4.96 3.60
F 4.69 6.05 3.19
H 6.98 6.19 2.23
H 7.39 6.97 3.77
H 5.61 5.81 4.95
C 12.04 0.85 3.66
C 11.65 2.27 3.88
O 10.64 2.48 2.90
C 10.06 1.26 2.72
O 9.01 1.10 2.18
O 10.83 0.26 3.23
F 12.68 3.11 3.61
H 12.80 0.74 2.88
H 12.41 0.37 4.57
H 11.24 2.48 4.87
C -8.68 4.12 -4.39
C -9.08 5.55 -4.17
O -10.09 5.75 -5.14
C -10.66 4.53 -5.33
O -11.71 4.36 -5.87
O -9.89 3.52 -4.82
F -8.06 6.39 -4.43
H -7.92 4.02 -5.18
H -8.31 3.65 -3.48
H -9.49 5.75 -3.17

***

This record from OMol25 describes a structure of composition C31H36FN5O4SeSi2Ti in a non-equilibrium geometry. The level of theory is wB97M-V/def2-TZVPD.

Output
Energy   -5707.45488 hartree
F_max   1.339 eV Å⁻¹
Molecular weight   744.7 g/mol
Net charge   -2
Orbital gap (spin up / spin down)   3.20 / 5.57 eV
2S+1   3

Atoms and positions in Å:
Ti 0.89 -0.96 1.30
N -0.96 0.45 -1.64
C -1.39 -0.39 -2.62
C -2.41 -0.08 -3.50
C -2.80 -1.00 -4.50
C -2.19 -2.21 -4.65
C -1.14 -2.56 -3.76
C -0.43 -3.78 -3.84
C 0.57 -4.04 -2.94
C 0.84 -3.10 -1.93
N 0.19 -1.97 -1.82
C -0.76 -1.68 -2.73
H -0.06 0.25 -1.22
H -1.21 1.42 -1.67
H -2.91 0.88 -3.42
H -3.61 -0.72 -5.17
H -2.48 -2.90 -5.43
H -0.67 -4.48 -4.62
H 1.14 -4.96 -2.99
H 1.61 -3.29 -1.18
O 2.03 -2.44 1.23
C 3.26 -2.39 0.71
C 3.69 -1.46 -0.26
C 4.94 -1.66 -0.90
C 5.39 -0.82 -1.92
C 4.54 0.24 -2.35
C 3.33 0.45 -1.72
C 2.91 -0.35 -0.66
O 1.72 -0.05 -0.03
N 6.61 -1.02 -2.54
O 7.35 -1.99 -2.14
O 6.97 -0.25 -3.50
H 3.94 -3.19 1.01
H 5.57 -2.49 -0.61
H 4.87 0.86 -3.17
H 2.69 1.27 -2.03
C -2.49 1.52 1.35
Si -1.14 0.49 2.23
C -0.55 1.65 3.62
C -2.21 -0.78 3.17
C -3.08 -0.39 4.20
C -3.86 -1.30 4.89
C -3.80 -2.65 4.55
C -2.96 -3.06 3.52
C -2.16 -2.15 2.82
Si -1.03 -2.69 1.37
C -0.40 -4.41 1.86
C -2.30 -3.05 0.01
H -3.23 1.85 2.09
H -2.99 0.92 0.59
H -2.06 2.40 0.86
H -1.30 2.40 3.90
H 0.37 2.16 3.33
H -0.30 1.05 4.51
H -3.13 0.66 4.48
H -4.52 -0.97 5.69
H -4.41 -3.38 5.08
H -2.93 -4.11 3.26
H -1.21 -5.11 2.06
H 0.24 -4.34 2.75
H 0.22 -4.81 1.05
H -3.08 -3.71 0.42
H -1.85 -3.54 -0.86
H -2.78 -2.13 -0.33
C 0.43 5.23 -2.36
N 0.31 5.63 -0.97
C -0.09 6.88 -0.52
C -0.06 6.83 0.83
N 0.35 5.56 1.19
C 0.49 5.07 2.55
C 0.57 4.80 0.08
Se 1.08 3.05 0.01
H 0.67 6.11 -2.96
H -0.49 4.78 -2.72
H 1.22 4.49 -2.43
H -0.35 7.68 -1.19
H -0.30 7.59 1.56
H 0.84 5.88 3.18
H 1.20 4.25 2.54
H -0.46 4.68 2.92
F 1.52 -0.58 2.98

***

This record from OMol25 describes a cluster of 2 separate species, C31H36N2O6 in total in a non-equilibrium geometry. The level of theory is wB97M-V/def2-TZVPD.

Output
Energy   -1763.66630 hartree
F_max   3.130 eV Å⁻¹
Energy above the lowest of the compared OMol25 structures with the same formula, charge and spin   106.7 kcal/mol
Molecular weight   532.6 g/mol
Orbital gap   4.48 eV
2S+1   1

Atoms and positions in Å:
C 3.77 -0.91 3.68
C 3.01 0.30 3.22
O 1.98 -0.20 2.36
C 1.15 0.78 1.92
C -0.15 0.23 1.44
C -1.16 1.25 1.65
O -1.18 2.33 1.07
C -2.26 0.96 2.71
C -3.41 0.19 2.08
C -2.94 -1.09 1.40
C -1.72 -1.76 2.05
C -0.34 -1.22 1.61
O 1.52 1.95 1.92
H 4.63 -0.58 4.27
H 3.14 -1.55 4.30
H 4.14 -1.49 2.83
H 2.55 0.83 4.07
H 3.66 0.99 2.67
H -1.82 0.40 3.54
H -2.61 1.92 3.09
H -4.14 -0.06 2.86
H -3.93 0.83 1.36
H -3.76 -1.81 1.46
H -2.71 -0.93 0.34
H -1.80 -1.68 3.15
H -1.74 -2.83 1.83
H -0.01 -1.72 0.68
H 0.39 -1.52 2.38
C 1.25 4.97 -4.47
O 0.04 4.20 -4.32
C -1.11 4.83 -4.01
C -1.26 6.19 -3.68
C -2.54 6.69 -3.44
C -3.67 5.88 -3.51
C -3.52 4.52 -3.81
O -4.50 3.58 -3.85
C -5.79 3.90 -3.27
C -2.24 4.02 -4.07
N -2.13 2.63 -4.40
C -1.31 1.73 -3.82
C -0.60 2.00 -2.56
C 0.51 1.10 -2.26
C 0.99 0.93 -1.02
C 2.20 0.10 -0.87
C 3.28 0.57 -0.12
C 4.44 -0.19 0.01
C 4.62 -1.31 -0.81
C 3.60 -1.72 -1.67
C 2.35 -1.09 -1.62
O -0.93 2.97 -1.85
N -1.46 0.56 -4.48
C -0.81 -0.71 -4.21
C -2.37 0.74 -5.52
C -2.79 2.02 -5.47
H 2.02 4.23 -4.67
H 1.16 5.67 -5.32
H 1.48 5.52 -3.55
H -0.38 6.83 -3.67
H -2.65 7.74 -3.16
H -4.67 6.29 -3.35
H -6.35 2.96 -3.36
H -5.70 4.19 -2.21
H -6.30 4.69 -3.84
H 1.03 0.69 -3.13
H 0.71 1.62 -0.22
H 3.21 1.58 0.29
H 5.21 0.12 0.72
H 5.56 -1.86 -0.78
H 3.76 -2.52 -2.40
H 1.49 -1.49 -2.18
H -1.40 -1.50 -4.70
H 0.21 -0.74 -4.61
H -0.78 -0.91 -3.13
H -2.64 -0.06 -6.17
H -3.52 2.53 -6.07

***

Question: Which value of 2S+1 does entry 3 give?
Answer: 1

***

Question: The highest F_max belongs to which entry?
Answer: C31H36F7INO17P

***

Question: The highest molecular weight belongs to which entry?
Answer: C31H36F7INO17P